Formula: C2HCl3S
Source: the OMol25 dataset
Level of theory: the ωB97M-V functional and the def2-TZVPD basis

```
7
Properties=species:S:1:pos:R:3:mulliken_charge:R:1
C -1.49 0.40 -1.01 -0.128
C 1.65 -1.19 1.28 0.029
S -0.76 -0.76 -1.92 -0.157
Cl -0.61 1.50 -0.08 -0.067
Cl 2.41 -0.06 0.31 0.003
Cl 1.31 -0.49 2.80 -0.033
H -2.50 0.60 -1.38 0.352
```

## Properties
Net charge: 0
Max |F|: 3.64 eV Å⁻¹
E_HOMO: -0.34243 Ha
Total energy: -50488.711 eV
LUMO energy: -0.0365 Eh